## P
2 unconnected molecules or ions with the total composition C7H16N2, computed with ωB97M-V/def2-TZVPD.

```
! RIJCOSX wB97M-V def2-TZVPD def2/J DEFGRID3
* xyz 0 1
C -2.311 2.235 2.276
C -1.152 2.221 1.930
C 0.468 1.984 1.081
C 1.674 1.296 1.657
N 0.192 1.702 -0.235
H -3.299 2.400 2.614
H 0.252 3.112 1.332
H 1.730 0.249 1.356
H 2.573 1.797 1.298
H 1.679 1.365 2.745
H -0.689 2.127 -0.530
H 0.218 0.708 -0.505
C -0.007 -2.080 0.154
N -0.020 -1.192 -0.998
C 1.039 -1.520 -1.940
C -1.326 -1.187 -1.642
H -0.203 -3.126 -0.125
H -0.758 -1.746 0.872
H 0.971 -2.044 0.633
H 2.004 -1.458 -1.434
H 0.932 -2.529 -2.365
H 1.035 -0.790 -2.749
H -1.323 -0.467 -2.461
H -2.080 -0.881 -0.916
H -1.597 -2.174 -2.049
*
```

Properties
gap between HOMO and LUMO: 9.1 eV
SMILES: C#C[C@@H](C)N.CN(C)C
LUMO level: 0.85 eV
HOMO level: -8.26 eV



## Q
C7H16N2 in the gas phase, computed with ωB97M-V/def2-TZVPD.

```
! RIJCOSX wB97M-V def2-TZVPD def2/J DEFGRID3
* xyz 0 1
H 0.989 0.613 2.281
N 1.336 0.551 1.324
C 0.438 0.735 0.423
C -0.998 0.256 0.537
C -1.115 -1.277 0.345
C -2.582 -1.697 0.397
N -0.365 -2.061 1.312
C 0.954 0.837 -1.054
C 0.888 2.339 -1.135
C 2.350 0.275 -1.261
H -1.373 0.509 1.535
H -1.608 0.764 -0.213
H -0.710 -1.527 -0.643
H -3.014 -1.445 1.367
H -3.162 -1.192 -0.374
H -2.662 -2.774 0.260
H 0.618 -1.805 1.286
H -0.716 -1.894 2.250
H 0.226 0.376 -1.725
H 0.648 2.715 -2.123
H 0.047 2.444 -0.204
H 1.725 2.841 -0.659
H 2.356 -0.797 -1.072
H 2.679 0.476 -2.280
H 3.050 0.741 -0.574
*
```

Properties
gap between HOMO and LUMO: 10.4 eV
SMILES: [H]/N=C(\C[C@H](C)N)C(C)C
LUMO level: 0.97 eV
HOMO level: -9.39 eV



What should be chosen as the most stable of them? Choose Q.



## P
A molecular structure, C4H7NO, computed with ωB97M-V/def2-TZVPD.

```
! RIJCOSX wB97M-V def2-TZVPD def2/J DEFGRID3
* xyz 0 1
C -0.712 1.559 -0.485
C 0.440 0.799 0.231
C 0.504 -0.675 -0.183
O 1.090 -1.874 1.043
C -0.553 -1.522 0.208
N -1.566 -2.067 0.332
H -0.746 2.598 -0.124
H -0.578 1.600 -1.573
H -1.680 1.096 -0.275
H 0.268 0.839 1.307
H 1.386 1.301 -0.004
H 0.905 -0.803 -1.202
H 1.219 -2.788 0.686
*
```

Properties
gap between HOMO and LUMO: 9.6 eV
LUMO level: 0.09 eV
HOMO level: -9.53 eV



## Q
C4H7NO in the gas phase, computed with ωB97M-V/def2-TZVPD.

```
! RIJCOSX wB97M-V def2-TZVPD def2/J DEFGRID3
* xyz 0 1
O -1.968 -0.677 0.760
C -1.084 -0.029 -0.112
C -0.194 1.133 0.332
N 0.836 0.722 -0.681
C 1.534 -0.375 -0.062
C 0.184 -0.643 -0.702
H -1.508 -1.410 1.180
H -1.696 0.314 -0.956
H 0.126 0.998 1.374
H -0.540 2.150 0.166
H 1.805 -0.246 0.992
H 2.377 -0.744 -0.649
H 0.128 -1.193 -1.643
*
```

Properties
gap between HOMO and LUMO: 10.4 eV
SMILES: O[C@H]1CN2C[C@@H]12
LUMO level: 0.90 eV
HOMO level: -9.53 eV



## R
C4H7NO in the gas phase, computed with ωB97M-V/def2-TZVPD.

```
! RIJCOSX wB97M-V def2-TZVPD def2/J DEFGRID3
* xyz 0 1
N -1.377 -0.967 -2.060
C -0.328 -0.728 -1.635
C 0.919 -0.360 -0.955
C 0.637 0.689 0.147
C -0.664 0.443 0.897
O -0.482 -0.687 1.731
H 1.355 -1.270 -0.533
H 1.627 0.030 -1.695
H 1.466 0.668 0.862
H 0.607 1.690 -0.297
H -0.940 1.337 1.475
H -1.468 0.265 0.171
H -1.350 -1.055 1.930
*
```

Properties
gap between HOMO and LUMO: 11.5 eV
SMILES: N#CCCCO
LUMO level: 0.86 eV
HOMO level: -10.66 eV



What should be chosen as the most stable of them? Choose R.



## P
A molecular structure, C4H7NO, computed with ωB97M-V/def2-TZVPD.

```
! RIJCOSX wB97M-V def2-TZVPD def2/J DEFGRID3
* xyz 0 1
O 2.390 -0.699 -0.371
N 1.674 0.474 -0.182
C 0.446 0.221 0.006
C -0.310 -1.071 -0.057
C -1.727 -0.493 -0.238
C -0.578 1.295 0.196
H 3.281 -0.379 -0.557
H 0.021 -1.691 -0.899
H -0.160 -1.650 0.865
H -1.522 0.847 -0.420
H -2.232 -0.487 0.744
H -0.403 2.217 -0.368
H -0.831 1.508 1.235
*
```

Properties
gap between HOMO and LUMO: 8.8 eV
LUMO level: 0.41 eV
HOMO level: -8.43 eV



## Q
C4H7NO in the gas phase, computed with ωB97M-V/def2-TZVPD.

```
! RIJCOSX wB97M-V def2-TZVPD def2/J DEFGRID3
* xyz 0 1
C -0.064 -0.607 1.470
C 0.422 0.490 0.557
N 1.307 0.134 -0.539
C -0.026 0.632 -0.861
C -0.949 -0.372 -1.476
O -2.106 -0.139 -1.733
H -0.229 -1.536 0.918
H -1.004 -0.315 1.950
H 0.674 -0.805 2.254
H 0.615 1.441 1.057
H 2.021 0.838 -0.699
H -0.163 1.649 -1.228
H -0.488 -1.359 -1.687
*
```

Properties
gap between HOMO and LUMO: 10.7 eV
SMILES: C[C@H]1N[C@H]1C=O
LUMO level: 0.88 eV
HOMO level: -9.81 eV



## R
2 unconnected molecules or ions with the total composition C4H7NO, computed with ωB97M-V/def2-TZVPD.

```
! RIJCOSX wB97M-V def2-TZVPD def2/J DEFGRID3
* xyz 0 1
O 2.478 0.811 -0.488
C 1.439 0.310 -0.103
C 0.856 -0.901 0.203
C -0.538 -0.764 0.710
C -0.818 0.691 0.589
N 0.235 1.293 0.182
H -0.472 -0.500 -1.931
H 1.381 -1.842 0.133
H -1.310 -1.329 0.167
H -0.666 -1.026 1.775
H -1.144 -0.254 -2.151
H -1.752 1.198 0.814
H 0.322 2.292 0.028
*
```

Properties
gap between HOMO and LUMO: 7.7 eV
LUMO level: 0.19 eV
HOMO level: -7.49 eV



What should be chosen as the most stable of them? Choose Q.



## P
A molecular structure, C4H7NO, computed with ωB97M-V/def2-TZVPD.

```
! RIJCOSX wB97M-V def2-TZVPD def2/J DEFGRID3
* xyz 0 1
C 0.757 -1.023 0.572
O 0.866 0.258 1.170
C -0.281 0.985 0.806
C -0.654 0.511 -0.595
N 0.598 0.182 -1.662
C 0.045 -0.767 -0.756
H 0.137 -1.694 1.193
H 1.762 -1.441 0.476
H -1.151 0.719 1.433
H -0.059 2.047 0.940
H -1.656 0.609 -0.999
H 0.173 1.205 -1.402
H -0.539 -1.593 -1.176
*
```

Properties
gap between HOMO and LUMO: 9.5 eV
LUMO level: 0.97 eV
HOMO level: -8.57 eV



## Q
2 unconnected molecules or ions with the total composition C4H7NO, computed with ωB97M-V/def2-TZVPD.

```
! RIJCOSX wB97M-V def2-TZVPD def2/J DEFGRID3
* xyz 0 1
N 0.509 1.967 -1.130
C 1.009 1.160 -0.109
C 1.299 -0.089 -0.297
O 1.734 -1.196 -0.425
H 0.935 2.853 -1.150
H 0.661 1.636 -2.093
H 0.923 1.591 0.853
C -1.341 -1.309 0.042
C -1.015 -1.233 1.352
H -0.748 -0.927 -0.827
H -2.186 -1.887 -0.175
H -1.560 -1.816 2.069
H -0.221 -0.750 1.889
*
```

Properties
gap between HOMO and LUMO: 8.5 eV
SMILES: NC=C=O.C=C
LUMO level: 0.51 eV
HOMO level: -8.01 eV



What should be chosen as the most stable of them? Choose Q.